[1]
C4H11CdClNO2Ru | ωB97M-V/def2-TZVPD

As for the expectation value of S²: 8.7712. Its max |F| is 3.44 eV Å⁻¹. As for the spin multiplicity: 6. The calculation puts the orbital gap (spin up / spin down) at 4.66 / 6.87 eV. As for the charge: -2. The value obtained for the HOMO energy (spin up / spin down) is 1.634 / -0.883 eV. Its energy above the lowest of the compared OMol25 structures with the same formula, charge and spin is 0.000 eV. As for the total energy: -1086.7081 Ha. The calculation puts the LUMO energy (spin up / spin down) at 6.3 / 6.0 eV.

Atoms and positions in Å:
Ru -0.15237 0.48641 1.73116
Cl -0.87725 1.59090 -0.15914
C -1.92012 -0.45212 2.01905
H -1.90112 -1.07741 2.93675
H -2.21405 -1.10513 1.18433
H -2.71057 0.30644 2.13988
Cd 0.54083 -0.29285 -1.59434
C 2.52791 0.58494 -1.93433
C -0.94963 -0.18986 -3.16291
C 0.26267 -1.00831 0.57004
H -1.42350 -1.18064 -3.20397
H -1.69724 0.58119 -2.92133
H -0.45870 0.04603 -4.11745
H 3.25076 -0.15482 -1.55192
H 2.66211 0.75107 -3.01598
H 2.60775 1.53635 -1.38061
H -0.55380 -1.74944 0.42416
H 1.18991 -1.59416 0.67282
O 0.96343 0.33271 4.63534
N 0.53748 0.66301 3.53810
O 0.31551 1.92570 3.19037

Cartesian forces, eV/Å:
Ru 1.6110 0.1729 -2.2358
Cl -0.7148 1.9883 -1.0661
C -3.0093 -1.3375 0.9833
H 0.0454 0.2715 -0.2699
H -0.0349 0.2811 0.1782
H 0.0046 -0.0353 0.0926
Cd 0.1405 0.8321 -0.0416
C 0.3514 -0.1448 0.0616
C -0.4429 -0.4560 -0.3085
C 0.4700 -2.2227 0.2817
H -0.2267 0.2314 -0.3748
H 0.2229 -0.2846 -0.0404
H -0.1917 -0.1163 0.0614
H 0.1496 0.4410 -0.1983
H 0.1695 -0.0105 0.3092
H 0.0742 -0.3785 -0.1963
H 0.4405 0.4255 0.0142
H 0.1055 0.3128 0.2514
O 1.6440 -0.7152 2.8634
N -0.2614 -1.0497 -0.0503
O -0.5474 1.7946 -0.3152

natural (NBO) atomic charge list, values in e, 8 entries:
1. Ru 1.13
2. Cl -0.63
3. C -1.07
4. H 0.20
5. H 0.19
6. H 0.19
7. Cd 1.43
8. C -1.33

[2]
C3H5N3 | ωB97M-V/def2-TZVPD

Its max |F| is 0.51 eV Å⁻¹. The calculation puts the orbital gap at 9.10 eV. The value obtained for the HOMO energy is -8.915 eV. Its energy above the lowest of the compared OMol25 structures with the same formula, charge and spin is 6.503 eV. As for the total energy: -281.3511 Ha. The calculation puts the LUMO energy at 0.2 eV.

Atoms and positions in Å:
C 0.17190 -1.01903 -1.24963
N 0.80332 -0.09955 -0.31543
C 0.16204 0.87787 0.28713
N -1.35074 0.45205 1.37499
C 0.55131 1.69301 1.38493
N -0.29898 0.89798 2.06023
H -0.05009 -1.97343 -0.76220
H 0.82847 -1.19146 -2.10702
H -0.76280 -0.57659 -1.59708
H 1.74104 -0.32308 -0.00493
H -1.79546 1.26221 0.92902

Cartesian forces, eV/Å:
C -0.1045 -0.0663 -0.1054
N -0.1193 0.1829 0.2414
C 0.3857 -0.1665 -0.2835
N 0.0418 0.0724 -0.0168
C -0.2768 -0.2396 -0.1055
N 0.0500 0.0829 0.1694
H 0.0269 0.1368 -0.0707
H -0.0995 0.0354 0.1295
H 0.1334 -0.0522 0.0501
H -0.1104 0.0782 -0.0089
H 0.0726 -0.0640 0.0003

natural (NBO) atomic charge list, values in e, 8 entries:
1. C -0.40
2. N -0.59
3. C 0.25
4. N -0.39
5. C -0.06
6. N -0.19
7. H 0.21
8. H 0.21

[3]
C3H10NO | ωB97M-V/def2-TZVPD

Its max |F| is 3.59 eV Å⁻¹. The calculation puts the orbital gap at 6.89 eV. As for the charge: +1. The value obtained for the HOMO energy is -11.321 eV. Its energy above the lowest of the compared OMol25 structures with the same formula, charge and spin is 2.369 eV. As for the total energy: -249.9668 Ha. The calculation puts the LUMO energy at -4.4 eV.

Atoms and positions in Å:
C 4.04082 1.87625 3.64795
N 4.37736 0.65901 2.65097
H 4.99522 2.45615 3.55328
H 3.82082 1.46861 4.69405
H 3.18052 2.33155 3.11002
H 3.90663 0.91442 1.65329
H 5.39780 0.31420 2.62857
H 3.77453 -0.13602 3.11308
O -3.46310 -1.11261 -2.41944
C -3.96815 -1.08990 -3.55050
C -5.36031 -1.72184 -3.66069
H -3.54045 -0.58221 -4.49775
H -5.73363 -1.32270 -4.60289
H -5.48279 -2.84857 -3.41255
H -5.94526 -1.20633 -2.90742

Cartesian forces, eV/Å:
C 1.2497 -0.8147 -1.0568
N -2.4608 -1.1440 0.2548
H -1.3295 0.0188 0.6361
H 0.3810 0.6843 -1.7088
H 0.6361 0.0486 1.0347
H 1.9479 -1.1187 2.7957
H -1.9769 0.9182 -0.2450
H 1.5379 1.4028 -1.7174
O 0.0859 0.6629 -2.9614
C -0.0626 -1.0111 2.6965
C 0.2479 -0.0433 -0.2370
H -0.1761 -0.5821 1.4391
H -0.5433 -1.0088 -0.3295
H 0.5699 1.9411 -0.9470
H -0.1071 0.0459 0.3461

natural (NBO) atomic charge list, values in e, 8 entries:
1. C -0.39
2. N -0.76
3. H 0.24
4. H 0.26
5. H 0.24
6. H 0.48
7. H 0.47
8. H 0.46

[4]
H4O2 | ωB97M-V/def2-TZVPD

Its max |F| is 1.40 eV Å⁻¹. The calculation puts the orbital gap at 11.14 eV. The value obtained for the HOMO energy is -10.554 eV. Its energy above the lowest of the compared OMol25 structures with the same formula, charge and spin is 0.274 eV. Its SMILES is O.O. As for the total energy: -152.8649 Ha. The calculation puts the LUMO energy at 0.6 eV.

Atoms and positions in Å:
O -0.68702 -0.42793 1.08793
H -0.10766 -0.17520 1.79929
H -0.16039 -0.35858 0.25960
O 0.57014 0.39800 -0.96298
H 1.34182 0.63963 -1.49439
H -0.13871 0.13364 -1.56406

Cartesian forces, eV/Å:
O -0.4754 -0.5110 -0.5851
H 0.3463 0.1445 0.2153
H -0.1830 0.0503 1.3901
O 0.3617 0.2798 -0.8692
H -0.3294 -0.2046 0.0564
H 0.2797 0.2410 -0.2076

Want to see where the charge sits? The natural (NBO) charges in e are:
1. O -0.97
2. H 0.46
3. H 0.48
4. O -0.95
5. H 0.49
6. H 0.49